Molecular formula: C3H11NO3
Method: DFT, wB97M-V/def2-TZVPD

```
18
Properties=species:S:1:pos:R:3:lowdin_charge:R:1
C 0.1932 0.1538 -2.8971 -0.1083
C -0.8774 -0.6549 -2.2209 -0.2549
N -0.4128 -1.1418 -0.9187 0.0110
C -0.3282 -0.2511 0.1356 -0.3734
O -0.4805 -0.5776 1.2862 0.0250
H -0.0429 0.6251 -3.8577 0.0750
H 1.0539 -0.4416 -3.2200 0.0805
H 0.5962 0.9836 -2.3129 0.0591
H -1.8006 -0.0872 -2.1104 0.1101
H -1.0893 -1.5296 -2.8311 0.1142
H -0.8286 -1.9657 -0.4846 0.1375
H -0.0123 0.7738 -0.1187 0.1281
O -1.8823 1.5527 4.8414 -0.0539
H -2.2252 1.2713 3.9777 0.0400
H -2.1500 2.4584 4.8660 0.0117
O 3.5672 0.3297 -0.8059 -0.0562
H 3.5623 -0.4096 -0.1735 0.0488
H 2.9694 1.0027 -0.5240 0.0058
```

Summary:
- Energy above the lowest of the compared OMol25 structures with the same formula, charge and spin: 1.313 eV
- SMILES: CCNC=O.O.O
- Charge: 0
- Orbital gap: 10.715 eV
- LUMO: 0.719 eV